A structure of composition C43H39N7O3PSTa. Source: OMol25; level of theory: ωB97M-V/def2-TZVPD.

Last column: Mulliken charge in e.
Element x y z (Å)
Ta (-0.229, -0.081, 1.164)  2.49
O (-1.470, 0.247, 2.591)  -0.77
C (-1.862, 1.346, 3.264)  0.49
C (-3.184, 1.479, 3.656)  -0.85
C (-3.569, 2.600, 4.369)  -0.62
C (-2.645, 3.585, 4.723)  -0.88
C (-1.327, 3.438, 4.356)  -0.80
C (-0.920, 2.328, 3.603)  0.63
C (0.464, 2.178, 3.254)  -0.01
N (0.932, 1.334, 2.400)  -0.33
C (2.378, 1.236, 2.208)  -0.36
C (2.742, -0.240, 2.304)  -1.36
N (1.572, -1.095, 1.967)  -0.43
C (1.751, -2.352, 2.224)  -0.13
C (0.815, -3.418, 2.094)  0.68
C (1.188, -4.724, 2.451)  -1.00
C (0.266, -5.742, 2.397)  -0.93
C (-1.046, -5.459, 1.999)  -0.72
C (-1.436, -4.181, 1.643)  -0.91
C (-0.498, -3.157, 1.682)  0.73
O (-0.823, -1.913, 1.342)  0.49
H (-3.891, 0.705, 3.392)  0.51
H (-4.603, 2.711, 4.666)  0.46
H (-2.962, 4.450, 5.289)  0.44
H (-0.593, 4.186, 4.634)  0.46
H (1.173, 2.827, 3.767)  0.49
H (2.909, 1.808, 2.969)  0.95
H (2.630, 1.649, 1.231)  -0.43
H (3.053, -0.480, 3.320)  0.72
H (3.569, -0.473, 1.631)  0.50
H (2.728, -2.633, 2.621)  0.59
H (2.203, -4.918, 2.776)  0.48
H (0.542, -6.749, 2.672)  0.46
H (-1.774, -6.259, 1.973)  0.50
H (-2.452, -3.966, 1.340)  0.47
N (-2.082, -2.171, -1.272)  0.56
P (-1.879, -0.521, -0.961)  1.07
C (-3.567, -0.087, -0.481)  0.32
C (-4.076, -0.659, 0.688)  -0.56
C (-5.376, -0.392, 1.078)  -0.78
C (-6.169, 0.461, 0.320)  -0.65
C (-5.665, 1.037, -0.836)  -0.85
C (-4.367, 0.759, -1.244)  -0.46
C (-1.554, 0.223, -2.588)  0.51
C (-1.417, 1.601, -2.769)  -0.80
C (-1.118, 2.128, -4.018)  -0.92
C (-0.961, 1.283, -5.108)  -0.76
C (-1.122, -0.086, -4.945)  -0.59
C (-1.416, -0.613, -3.697)  -0.68
C (-1.052, -3.082, -1.471)  -0.23
C (-1.356, -4.403, -1.813)  -1.21
C (-0.321, -5.301, -1.947)  -0.68
C (0.985, -4.868, -1.736)  -1.07
C (1.181, -3.540, -1.427)  -0.06
N (0.192, -2.641, -1.305)  0.61
H (-3.013, -2.490, -1.498)  0.37
H (-3.456, -1.316, 1.287)  0.45
H (-5.778, -0.851, 1.973)  0.53
H (-7.185, 0.670, 0.627)  0.44
H (-6.285, 1.692, -1.432)  0.47
H (-3.991, 1.191, -2.162)  0.42
H (-1.582, 2.280, -1.948)  0.68
H (-1.008, 3.198, -4.126)  0.47
H (-0.732, 1.692, -6.083)  0.45
H (-1.024, -0.750, -5.794)  0.48
H (-1.536, -1.683, -3.602)  0.48
H (-2.385, -4.706, -1.956)  0.56
H (-0.526, -6.330, -2.209)  0.48
H (1.827, -5.540, -1.827)  0.52
H (2.187, -3.162, -1.275)  0.23
C (6.261, 4.353, -1.171)  -1.58
C (5.280, 3.220, -1.144)  0.97
C (5.658, 1.964, -0.671)  -0.98
C (4.765, 0.903, -0.672)  -0.35
C (3.479, 1.111, -1.157)  0.07
C (3.078, 2.354, -1.640)  -0.42
C (3.978, 3.398, -1.623)  -1.13
S (2.357, -0.240, -1.127)  0.83
C (1.795, -0.261, -2.814)  -0.72
O (1.144, 0.321, -0.328)  -0.10
H (6.993, 4.264, -0.370)  0.41
H (5.759, 5.315, -1.085)  0.40
H (6.806, 4.350, -2.118)  0.32
H (6.664, 1.813, -0.302)  0.44
H (5.069, -0.072, -0.310)  0.54
H (2.077, 2.498, -2.025)  0.41
H (3.674, 4.368, -1.997)  0.52
H (1.322, 0.690, -3.054)  0.06
H (1.093, -1.084, -2.913)  0.24
H (2.684, -0.424, -3.425)  0.70
N (-0.948, 1.823, 0.540)  -0.53
C (-0.484, 2.866, 0.232)  0.93
N (0.063, 3.971, 0.036)  -0.78
C (0.503, 4.395, -1.143)  0.54
N (0.927, 4.810, -2.133)  -0.58

Output
**Energy relative to the best compared isomer or geometry (same formula, charge and spin)**: 0.0 kcal per mole
**Charge**: +2
**Multiplicity**: 1
**Highest occupied orbital energy**: -13.515 eV
**Orbital gap**: 7.62 eV

---

A cluster of 11 separate species, C42H116N10O11 in total in a non-equilibrium geometry. Source: OMol25; level of theory: ωB97M-V/def2-TZVPD.

Last column: Mulliken spin population.
Element x y z (Å)
C (-6.403, -2.227, -0.975)  0.00
C (-4.972, -2.247, -1.473)  0.01
C (-4.376, -1.013, -2.251)  -0.01
O (-4.488, 0.088, -1.351)  0.00
C (-4.101, 1.267, -2.046)  0.00
N (-4.062, -2.417, -0.305)  0.00
H (-6.696, -2.875, -0.148)  0.00
H (-7.032, -2.346, -1.857)  0.00
H (-6.501, -1.216, -0.579)  0.00
H (-4.820, -3.158, -2.052)  0.00
H (-4.967, -0.767, -3.133)  0.00
H (-3.315, -1.166, -2.452)  0.00
H (-3.974, 2.168, -1.446)  0.00
H (-4.900, 1.498, -2.751)  0.00
H (-3.292, 1.237, -2.777)  0.00
H (-4.226, -1.632, 0.309)  0.00
H (-4.475, -3.242, 0.107)  0.00
C (1.131, 1.583, -0.151)  0.00
C (0.098, 0.629, -0.771)  0.00
C (0.730, -0.654, -1.289)  0.00
O (1.059, -1.471, -0.212)  0.00
C (1.546, -2.724, -0.586)  0.00
N (-1.108, 0.404, 0.040)  0.00
H (1.828, 1.004, 0.456)  0.00
H (0.628, 2.309, 0.488)  0.00
H (1.731, 2.110, -0.893)  0.00
H (-0.235, 1.163, -1.661)  0.00
H (1.616, -0.286, -1.806)  0.00
H (-0.016, -1.146, -1.914)  0.00
H (1.711, -3.287, 0.332)  0.00
H (2.544, -2.514, -0.971)  0.00
H (1.015, -3.350, -1.303)  0.00
H (-0.847, -0.118, 0.865)  0.00
H (-1.709, -0.163, -0.541)  0.00
C (-1.610, -3.091, -4.419)  0.01
C (-2.851, -3.391, -5.352)  0.02
C (-3.953, -4.435, -4.828)  0.15
O (-5.186, -4.325, -5.553)  0.10
C (-5.054, -4.795, -6.889)  0.01
N (-3.443, -2.073, -5.407)  0.67
H (-1.797, -2.927, -3.358)  0.00
H (-0.881, -2.333, -4.706)  0.00
H (-0.976, -3.976, -4.477)  0.00
H (-2.482, -3.759, -6.310)  0.07
H (-4.201, -4.173, -3.800)  -0.02
H (-3.639, -5.472, -4.712)  0.02
H (-4.457, -4.069, -7.440)  0.01
H (-6.071, -4.843, -7.277)  0.00
H (-4.562, -5.767, -6.943)  0.00
H (-4.437, -2.126, -5.578)  0.00
H (-3.425, -1.617, -4.506)  -0.02
C (-0.418, -6.053, 0.093)  0.00
C (-0.180, -7.154, -0.959)  0.00
C (-0.183, -8.551, -0.346)  0.00
O (0.780, -8.674, 0.680)  0.00
C (0.780, -9.953, 1.305)  0.00
N (-1.177, -7.175, -2.050)  0.00
H (-1.136, -5.283, -0.188)  0.00
H (0.553, -5.584, 0.251)  0.00
H (-0.811, -6.465, 1.023)  0.00
H (0.802, -7.075, -1.425)  0.00
H (0.036, -9.341, -1.065)  0.00
H (-1.141, -8.785, 0.118)  0.00
H (-0.125, -10.062, 1.903)  0.00
H (1.655, -9.998, 1.954)  0.00
H (0.820, -10.772, 0.587)  0.00
H (-0.936, -7.784, -2.820)  0.00
H (-2.125, -7.368, -1.760)  0.00
C (3.652, -1.474, 2.606)  0.00
C (2.902, -0.402, 3.536)  0.00
C (3.824, 0.787, 3.905)  0.00
O (4.830, 0.487, 4.992)  0.00
C (4.224, 0.219, 6.223)  0.00
N (1.727, 0.090, 2.746)  0.00
H (3.193, -2.461, 2.677)  0.00
H (4.645, -1.756, 2.957)  0.00
H (3.473, -1.317, 1.542)  0.00
H (2.625, -0.815, 4.506)  0.00
H (3.285, 1.695, 4.173)  0.00
H (4.407, 1.058, 3.024)  0.00
H (4.981, -0.153, 6.914)  0.00
H (3.414, -0.507, 6.145)  0.00
H (3.896, 1.204, 6.555)  0.00
H (2.078, 0.468, 1.877)  0.00
H (1.408, 0.950, 3.169)  0.00
C (1.255, 9.846, 4.031)  0.00
C (1.497, 8.623, 3.154)  0.00
C (0.198, 7.613, 3.043)  0.00
O (0.631, 6.363, 2.618)  0.00
C (-0.303, 5.293, 2.641)  0.00
N (1.901, 9.040, 1.837)  0.00
H (1.032, 9.451, 5.022)  0.00
H (0.373, 10.376, 3.671)  0.00
H (2.066, 10.568, 4.123)  0.00
H (2.341, 8.101, 3.607)  0.00
H (-0.653, 7.913, 2.432)  0.00
H (-0.259, 7.574, 4.032)  0.00
H (-1.161, 5.359, 1.972)  0.00
H (-0.548, 5.203, 3.699)  0.00
H (0.150, 4.321, 2.449)  0.00
H (2.066, 8.335, 1.132)  0.00
H (2.805, 9.474, 1.955)  0.00
C (1.524, -6.112, -5.194)  0.00
C (2.537, -6.465, -4.037)  0.00
C (3.984, -6.836, -4.485)  0.00
O (4.582, -5.816, -5.262)  0.00
C (5.523, -6.122, -6.285)  0.00
N (2.611, -5.314, -3.141)  0.00
H (1.854, -5.192, -5.677)  0.00
H (0.475, -6.113, -4.898)  0.00
H (1.646, -6.859, -5.979)  0.00
H (2.076, -7.269, -3.463)  0.00
H (3.999, -7.809, -4.977)  0.00
H (4.590, -7.031, -3.600)  0.00
H (4.997, -6.812, -6.945)  0.00
H (6.454, -6.599, -5.978)  0.00
H (5.755, -5.167, -6.755)  0.00
H (1.699, -4.920, -2.959)  0.00
H (3.193, -4.537, -3.419)  0.00
C (5.403, 7.473, 2.776)  0.00
C (5.573, 6.050, 3.392)  0.00
C (4.553, 4.884, 2.896)  0.00
O (4.591, 4.691, 1.491)  0.00
C (3.691, 3.759, 1.085)  0.00
N (6.876, 5.673, 3.005)  0.00
H (5.809, 7.332, 1.774)  0.00
H (6.008, 8.284, 3.180)  0.00
H (4.356, 7.775, 2.743)  0.00
H (5.571, 6.103, 4.481)  0.00
H (3.541, 5.183, 3.168)  0.00
H (4.778, 3.906, 3.321)  0.00
H (2.680, 3.870, 1.477)  0.00
H (3.999, 2.759, 1.389)  0.00
H (3.505, 3.840, 0.014)  0.00
H (7.132, 4.868, 3.559)  0.00
H (6.717, 5.254, 2.100)  0.00
C (-5.680, 1.655, 1.989)  0.00
C (-4.224, 1.478, 1.918)  0.00
C (-3.543, 1.700, 3.300)  0.00
O (-4.109, 1.052, 4.471)  0.00
C (-3.947, -0.375, 4.556)  0.00
N (-4.103, 0.116, 1.411)  0.00
H (-6.290, 1.080, 2.686)  0.00
H (-6.182, 1.523, 1.030)  0.00
H (-5.876, 2.699, 2.230)  0.00
H (-3.788, 2.208, 1.236)  0.00
H (-3.439, 2.751, 3.567)  0.00
H (-2.460, 1.578, 3.294)  0.00
H (-4.427, -0.626, 5.502)  0.00
H (-2.930, -0.738, 4.407)  0.00
H (-4.534, -0.863, 3.777)  0.00
H (-4.285, 0.086, 0.418)  0.00
H (-3.115, -0.091, 1.390)  0.00
C (1.359, 7.716, -2.231)  0.00
C (0.684, 7.616, -0.838)  0.00
C (-0.738, 6.917, -0.857)  0.00
O (-0.510, 5.604, -1.279)  0.00
C (-1.545, 4.727, -0.971)  0.00
N (1.481, 6.890, 0.065)  0.00
H (1.840, 6.816, -2.615)  0.00
H (1.980, 8.610, -2.263)  0.00
H (0.609, 8.049, -2.948)  0.00
H (0.586, 8.618, -0.420)  0.00
H (-1.465, 7.399, -1.511)  0.00
H (-1.078, 7.023, 0.173)  0.00
H (-1.514, 3.758, -1.469)  0.00
H (-2.548, 5.073, -1.222)  0.00
H (-1.461, 4.446, 0.078)  0.00
H (1.712, 5.928, -0.140)  0.00
H (0.856, 6.829, 0.857)  0.00
C (-1.435, -3.032, 1.738)  0.00
C (-0.799, -2.294, 3.029)  0.00
O (-0.848, -0.930, 2.752)  0.00
H (-1.089, -4.066, 1.745)  0.00
H (-1.263, -2.520, 0.791)  0.00
H (-2.503, -3.132, 1.930)  0.00
H (0.256, -2.561, 3.092)  0.00
H (-1.184, -2.601, 4.002)  0.00
H (0.023, -0.566, 2.927)  0.00

Output
**Energy relative to the best compared isomer or geometry (same formula, charge and spin)**: 86.6 kcal per mole
**Charge**: +1
**Multiplicity**: 2
**Highest occupied orbital energy (alpha / beta)**: -9.583 / -9.583 eV
**Orbital gap (alpha / beta)**: 7.02 / 0.92 eV

---

A structure of composition C14H46LiN10O18 in a non-equilibrium geometry. Source: OMol25; level of theory: ωB97M-V/def2-TZVPD.

Last column: Mulliken charge in e.
Element x y z (Å)
Li (1.389, -2.395, -2.015)  0.81
C (1.496, 0.012, 0.449)  -0.18
C (0.423, 0.879, 0.250)  0.89
C (-0.893, 0.544, -0.410)  0.39
O (-1.757, 1.393, -0.761)  -0.59
C (-1.083, -0.677, -0.930)  -1.11
C (-0.070, -1.718, -0.852)  2.98
C (1.294, -1.324, -0.104)  0.32
O (2.267, -2.101, -0.202)  -1.00
O (-0.034, -2.785, -1.519)  -1.02
O (0.628, 1.996, 0.915)  -0.66
H (2.352, 0.300, 1.041)  0.46
H (-1.987, -0.917, -1.471)  -0.45
O (2.104, -2.588, 1.772)  -0.75
H (2.563, -3.400, 1.556)  0.35
H (1.896, -2.198, 0.923)  -0.20
O (2.453, 3.253, 0.209)  -0.81
H (2.152, 3.757, -0.547)  0.32
H (1.958, 2.435, 0.165)  0.14
O (0.176, 2.412, -2.135)  -0.75
H (-0.116, 2.322, -1.227)  -1.02
H (0.134, 1.524, -2.490)  0.75
O (-2.305, -2.792, -2.086)  -1.02
H (-2.913, -2.123, -1.771)  0.39
H (-1.462, -2.550, -1.701)  -0.02
O (1.839, 1.375, 2.755)  -0.86
H (1.289, 1.594, 2.002)  0.16
H (1.944, 0.425, 2.708)  0.28
O (-2.738, 0.679, -2.621)  -0.66
H (-2.249, 1.063, -1.893)  0.81
H (-2.268, 0.965, -3.404)  0.45
O (0.491, 0.176, -2.965)  -0.94
H (1.331, -0.273, -2.867)  0.71
H (-0.163, -0.490, -2.754)  0.17
O (-3.798, -1.331, -1.641)  -0.41
H (-4.672, -1.141, -1.982)  0.34
H (-3.222, -0.724, -2.105)  0.67
C (3.179, -1.047, -2.595)  0.75
O (1.971, -1.040, -2.437)  -0.90
N (3.764, -0.266, -3.460)  -0.43
N (3.876, -1.950, -2.105)  -0.28
H (4.747, -0.310, -3.686)  0.19
H (3.095, 0.318, -3.942)  0.23
H (3.324, -2.550, -1.509)  0.17
H (4.882, -1.888, -2.036)  0.29
C (-3.270, -2.531, 0.987)  -0.07
O (-3.170, -3.345, 1.830)  -0.74
N (-2.854, -1.251, 1.056)  -0.10
N (-3.742, -2.854, -0.179)  -0.32
H (-3.053, -0.487, 0.426)  1.04
H (-2.327, -0.913, 1.849)  0.03
H (-4.017, -2.010, -0.663)  0.52
H (-3.987, -3.803, -0.422)  0.22
C (-1.397, -0.709, 3.197)  0.60
O (-1.188, -1.705, 3.860)  -0.78
N (-2.548, -0.186, 2.960)  -0.21
N (-0.552, 0.060, 2.516)  0.51
H (-3.205, -0.455, 3.678)  0.22
H (-2.883, 0.494, 2.293)  -0.24
H (0.396, -0.289, 2.537)  -0.12
H (-0.787, 0.856, 1.940)  0.19
C (-1.660, 4.222, -0.487)  -0.14
O (-2.126, 5.287, -0.463)  -0.79
N (-0.669, 3.850, 0.226)  -0.01
N (-2.123, 3.210, -1.161)  0.07
H (-0.499, 2.869, 0.391)  0.53
H (-0.208, 4.567, 0.767)  0.26
H (-1.831, 2.243, -1.154)  0.99
H (-2.962, 3.483, -1.651)  0.29
C (-3.666, 1.304, 0.903)  -0.01
O (-2.733, 1.516, 1.672)  -0.49
N (-4.898, 1.699, 1.112)  -0.33
N (-3.581, 0.754, -0.280)  0.33
H (-5.592, 1.304, 0.493)  0.15
H (-5.168, 2.279, 1.893)  0.34
H (-2.666, 0.402, -0.521)  -2.86
H (-4.137, 1.204, -0.994)  0.76
C (6.036, -0.676, 1.830)  -1.41
C (4.555, -1.198, 1.714)  0.45
C (3.573, -0.116, 2.203)  -0.54
O (4.512, -1.386, 0.359)  -0.58
H (6.436, -0.289, 0.893)  0.32
H (6.666, -1.504, 2.154)  0.34
H (6.153, 0.192, 2.479)  0.36
H (4.334, -2.173, 2.149)  0.35
H (3.566, -0.129, 3.293)  0.63
H (2.569, -0.388, 1.875)  -0.49
H (3.795, 0.862, 1.777)  0.45
H (3.623, -1.102, 0.136)  0.32

Output
**Charge**: -1
**Multiplicity**: 1
**Highest occupied orbital energy**: -4.831 eV
**Orbital gap**: 4.85 eV

---

A cluster of 2 separate species, C2H7NO2S in total in a non-equilibrium geometry. Source: OMol25; level of theory: ωB97M-V/def2-TZVPD.

Last column: Mulliken spin population.
Element x y z (Å)
C (1.277, 0.450, -0.331)  0.00
C (-1.667, -1.119, -0.273)  0.87
N (0.258, 0.649, 0.825)  0.03
O (-2.857, 1.328, -0.719)  0.17
O (-3.968, -0.338, 0.551)  0.22
S (-2.725, 0.106, 0.010)  0.60
H (2.218, 0.922, -0.147)  0.00
H (1.683, -0.558, -0.447)  0.00
H (0.866, 0.849, -1.298)  0.00
H (-0.649, -0.927, -0.549)  0.09
H (-1.922, -1.876, 0.469)  0.03
H (0.036, -0.246, 1.228)  -0.01
H (0.890, 1.390, 1.410)  0.01

Output
**Energy relative to the best compared isomer or geometry (same formula, charge and spin)**: 41.3 kcal per mole
**Multiplicity**: 3
**Highest occupied orbital energy (alpha / beta)**: -7.339 / -10.202 eV
**Orbital gap (alpha / beta)**: 7.93 / 7.34 eV

---

The molecule C5H11F2N in a non-equilibrium geometry. Source: OMol25; level of theory: ωB97M-V/def2-TZVPD.

Last column: Mulliken charge in e.
Element x y z (Å)
C (-2.180, -0.193, -0.488)  -0.75
C (0.160, 0.543, 0.193)  1.27
C (-0.132, 0.832, 1.664)  -1.61
C (1.033, 1.664, -0.520)  -1.70
C (0.898, -0.717, 0.255)  0.09
H (-2.505, -0.045, 0.686)  0.23
H (-2.047, -1.312, -0.793)  0.23
H (-3.150, 0.244, -0.997)  0.29
H (-0.611, 0.416, -1.736)  0.31
H (-0.353, -0.179, 2.281)  0.29
H (0.686, 1.266, 2.284)  0.38
H (-1.006, 1.474, 1.695)  0.43
H (1.923, 1.813, 0.183)  0.35
H (1.457, 1.537, -1.449)  0.44
H (0.387, 2.559, -0.577)  0.39
H (1.782, -0.852, 0.848)  0.37
N (-0.961, 0.579, -0.766)  -0.43
F (1.202, -0.945, -1.080)  -0.32
F (0.074, -1.694, 0.671)  -0.25

Output
**Energy relative to the best compared isomer or geometry (same formula, charge and spin)**: 48.6 kcal per mole
**Multiplicity**: 1
**Highest occupied orbital energy**: -8.884 eV
**Orbital gap**: 9.81 eV
**SMILES**: CNC(C)(C)C(F)F